<P>
Molecular formula: C2H3BrO
Method: DFT, ωB97M-V/def2-TZVPD

XYZ file:
```
7
Properties=species:S:1:pos:R:3:mulliken_charge:R:1
C 0.37 0.15 0.26 -0.85
C 1.58 0.53 -0.37 0.45
O 1.79 1.78 -1.28 -0.50
Br 3.14 -0.22 0.27 -0.03
H -0.34 -0.39 -0.46 0.25
H -0.19 1.05 0.54 0.27
H 0.44 -0.45 1.10 0.41
```

- SMILES: CC(=O)Br
- LUMO level: -0.8797 eV
- Charge: 0
- HOMO: -10.051 eV

---

<Q>
Molecular formula: C2H3BrO
Method: DFT, ωB97M-V/def2-TZVPD

XYZ file:
```
7
Properties=species:S:1:pos:R:3:mulliken_charge:R:1
O -1.77 -0.51 -0.49 -0.39
C -0.60 -0.54 -0.53 0.09
C 0.37 0.13 0.51 -0.60
Br 1.58 1.42 -0.40 -0.12
H -0.12 -0.71 -1.51 0.30
H -0.21 0.74 1.21 0.31
H 0.75 -0.53 1.20 0.41
```

- SMILES: O=CCBr
- LUMO level: 0.2856 eV
- Charge: 0
- HOMO: -10.260 eV

---

Quick look at relative energies in eV: <P> 2.138; <Q> 0.000.

---

<P>
Molecular formula: C2H3BrO
Method: DFT, ωB97M-V/def2-TZVPD

XYZ file:
```
7
Properties=species:S:1:pos:R:3:mulliken_charge:R:1
C -0.33 0.13 -0.07 -0.82
C -1.48 0.56 0.71 0.50
O -1.51 1.61 1.77 -0.49
Br -3.12 -0.46 0.45 -0.10
H 0.37 -0.21 0.64 0.26
H 0.16 0.85 -0.76 0.28
H -0.63 -0.65 -0.72 0.37
```

- SMILES: CC(=O)Br
- LUMO level: -0.6482 eV
- Charge: 0
- HOMO: -10.332 eV

---

<Q>
Molecular formula: C2H3BrO
Method: DFT, ωB97M-V/def2-TZVPD

XYZ file:
```
7
Properties=species:S:1:pos:R:3:mulliken_charge:R:1
C 0.30 0.68 -0.07 -0.34
C -1.77 -0.43 0.07 -0.15
O -0.98 0.59 -0.02 -0.14
Br -3.59 0.02 -0.02 -0.14
H 0.78 1.63 -0.01 0.29
H 1.12 -0.18 -0.17 0.22
H -1.67 -1.38 -0.54 0.26
```

- LUMO level (spin up / spin down): 0.1493 / 0.3757 eV
- Charge: 0
- HOMO (spin up / spin down): -7.902 / -7.996 eV

---

Quick look at relative energies in eV: <P> 0.000; <Q> 1.882.

---

<P>
Molecular formula: C6H11NO
Method: DFT, ωB97M-V/def2-TZVPD

XYZ file:
```
19
Properties=species:S:1:pos:R:3:mulliken_charge:R:1
C -1.94 -0.95 -0.07 -0.75
N -0.89 -0.99 0.93 -0.44
C 0.26 -1.71 0.66 -0.72
C 1.04 -0.88 -0.09 0.47
O 2.12 -1.18 -0.88 -0.56
C 0.39 0.41 0.02 0.93
C 0.53 1.26 1.26 -1.25
C 0.14 1.21 -1.23 -1.44
H -2.65 -1.76 0.15 0.31
H -1.59 -1.06 -1.10 0.31
H -2.50 -0.02 0.03 0.25
H 0.51 -2.64 1.16 0.40
H 2.72 -0.42 -0.91 0.33
H 1.39 1.94 1.15 0.36
H -0.35 1.88 1.41 0.28
H 0.68 0.65 2.15 0.39
H 0.29 0.61 -2.13 0.35
H -0.91 1.54 -1.22 0.32
H 0.75 2.11 -1.28 0.45
```

- SMILES: C/N=C\C(O)=C(C)C
- LUMO level: 0.5847 eV
- Charge: 0
- HOMO: -7.911 eV

---

<Q>
Molecular formula: C6H11NO
Method: DFT, ωB97M-V/def2-TZVPD

XYZ file:
```
19
Properties=species:S:1:pos:R:3:mulliken_charge:R:1
C 2.23 1.46 -1.19 -1.06
C 1.46 1.86 0.05 0.39
O 1.53 2.99 0.52 -0.62
C 0.56 0.85 0.54 0.13
C 0.37 -0.47 0.74 -0.05
C -0.28 0.46 1.72 -0.63
H 2.73 0.50 -1.03 0.30
H 1.53 1.34 -2.03 0.26
H 2.96 2.21 -1.44 0.35
H 0.81 -1.44 0.72 0.42
H -1.35 0.62 1.66 0.14
H 0.12 0.52 2.73 0.24
C -2.15 -1.95 -0.14 -0.83
N -1.14 -1.03 -0.64 -0.50
H -2.50 -1.58 0.83 0.30
H -3.00 -2.07 -0.81 0.31
H -1.69 -2.93 0.02 0.30
H -0.76 -1.34 -1.53 0.24
H -1.43 -0.02 -0.71 0.31
```

- SMILES: CC(=O)C1=CC1.CN
- LUMO level: 0.6785 eV
- Charge: 0
- HOMO: -7.936 eV

---

<R>
Molecular formula: C6H11NO
Method: DFT, ωB97M-V/def2-TZVPD

XYZ file:
```
19
Properties=species:S:1:pos:R:3:mulliken_charge:R:1
C -1.77 1.54 -0.94 -0.70
C -0.60 0.84 -1.08 -0.17
C -0.84 -0.51 -1.18 -0.28
C 0.51 -1.07 1.02 0.21
C 0.83 0.35 1.45 -0.39
C 1.81 -0.93 0.10 -0.50
H -2.73 1.01 -0.73 0.23
H -1.97 2.66 -0.83 0.27
H 0.42 1.35 -1.28 0.27
H 0.07 -1.01 -1.81 0.17
H -1.88 -0.78 -1.51 0.30
H -1.35 -0.11 0.78 0.28
H 0.56 -2.00 1.77 0.25
H -0.23 0.94 1.26 0.19
H 1.48 0.66 2.39 0.26
H 2.13 -1.51 -0.80 0.32
H 2.78 -1.09 1.03 0.23
N -0.77 -0.95 0.16 -0.50
O 1.55 0.62 0.18 -0.43
```

- LUMO level: 0.9560 eV
- Charge: 0
- HOMO: -8.300 eV

---

<S>
Molecular formula: C6H11NO
Method: DFT, ωB97M-V/def2-TZVPD

XYZ file:
```
19
Properties=species:S:1:pos:R:3:mulliken_charge:R:1
C 0.87 1.75 0.83 -1.35
C 0.16 0.96 -0.25 -0.13
C -0.90 0.09 -0.02 0.26
C -1.99 -0.24 -0.98 -1.23
N -0.70 -0.80 1.05 -0.22
C 0.55 -1.41 0.83 -0.21
C 1.42 -0.89 -0.15 -0.38
O 1.32 -1.09 -1.53 -0.48
H 1.92 1.87 0.56 0.35
H 0.45 2.75 0.91 0.38
H 0.84 1.24 1.79 0.30
H 0.19 1.43 -1.23 0.35
H -2.11 -1.31 -1.11 0.39
H -1.83 0.22 -1.96 0.35
H -2.95 0.13 -0.60 0.31
H -1.00 -0.56 1.99 0.24
H 0.90 -2.10 1.58 0.38
H 2.49 -0.98 0.06 0.38
H 0.38 -1.06 -1.76 0.32
```

- SMILES: C/C=C(/C)N/C=C\O
- LUMO level (spin up / spin down): 0.4686 / 0.4562 eV
- Charge: 0
- HOMO (spin up / spin down): -6.728 / -6.742 eV

---

Quick look at relative energies in eV: <P> 0.055; <Q> 0.000; <R> 3.715; <S> 0.679.

---

<P>
Molecular formula: C6H11NO
Method: DFT, ωB97M-V/def2-TZVPD

XYZ file:
```
19
Properties=species:S:1:pos:R:3:mulliken_charge:R:1
C -0.86 -1.70 -0.19 -0.63
C 0.16 -1.32 0.84 -0.18
C 0.76 -0.48 -1.59 -0.99
C 1.29 1.09 0.93 -1.60
C -1.05 0.48 0.11 0.47
C 0.25 0.13 0.44 0.26
N -1.60 1.70 -0.21 -0.49
O -1.74 -0.62 -0.23 -0.37
H -1.40 -2.64 -0.21 0.29
H -2.52 1.64 -0.63 0.25
H -1.56 2.39 0.53 0.25
H -0.22 -1.43 1.88 0.28
H 1.11 -1.86 0.75 0.32
H 1.39 0.40 -1.59 0.41
H -0.03 -0.40 -2.32 0.29
H 1.34 -1.39 -1.70 0.30
H 1.21 1.25 2.02 0.38
H 1.19 2.06 0.44 0.41
H 2.29 0.71 0.73 0.36
```

- LUMO level (spin up / spin down): 0.8619 / 0.8618 eV
- Charge: 0
- HOMO (spin up / spin down): -6.635 / -6.642 eV

---

<Q>
Molecular formula: C6H11NO
Method: DFT, ωB97M-V/def2-TZVPD

XYZ file:
```
19
Properties=species:S:1:pos:R:3:mulliken_charge:R:1
C -1.28 1.05 0.85 -1.10
C -1.58 -0.09 0.08 0.45
O -2.82 -0.49 -0.36 -0.51
C -0.41 -0.75 -0.24 0.00
N -0.24 -2.13 -0.42 -0.56
C 0.66 0.17 0.00 0.89
C 1.89 -0.34 0.71 -1.56
C 0.93 1.33 -0.93 -1.22
H -1.88 1.95 0.76 0.37
H -0.77 0.95 1.80 0.28
H -3.49 -0.13 0.23 0.33
H 0.36 -2.39 -1.19 0.22
H -1.12 -2.63 -0.45 0.25
H 2.38 0.48 1.25 0.40
H 1.66 -1.13 1.41 0.36
H 2.64 -0.72 0.00 0.34
H 1.68 1.04 -1.67 0.35
H 1.34 2.19 -0.38 0.30
H 0.03 1.64 -1.45 0.39
```

- SMILES: C=C(O)C(N)=C(C)C
- LUMO level: 0.7455 eV
- Charge: 0
- HOMO: -7.567 eV

---

<R>
Molecular formula: C6H11NO
Method: DFT, ωB97M-V/def2-TZVPD

XYZ file:
```
19
Properties=species:S:1:pos:R:3:mulliken_charge:R:1
C 0.28 -0.62 0.06 0.73
C 1.05 -1.74 -0.56 -1.41
C 0.65 -0.22 1.45 -1.45
C -0.45 2.25 0.00 -1.39
C -0.93 -0.17 -0.81 0.29
C -0.17 1.06 -0.86 -0.31
N -1.77 -0.61 0.27 -0.03
O -2.48 -1.59 -0.01 -0.52
H -1.03 -0.74 -1.73 0.43
H 0.38 1.23 -1.78 0.42
H -0.11 0.42 1.91 0.40
H 1.42 -1.50 -1.56 0.32
H 1.93 -2.01 0.03 0.40
H 0.41 -2.62 -0.63 0.33
H 0.72 -1.12 2.06 0.43
H 1.61 0.29 1.50 0.30
H -1.20 2.04 0.75 0.37
H -0.78 3.09 -0.62 0.42
H 0.46 2.57 0.53 0.26
```

- LUMO level: 0.8443 eV
- Charge: 0
- HOMO: -8.010 eV

---

<S>
Molecular formula: C6H11NO
Method: DFT, ωB97M-V/def2-TZVPD

XYZ file:
```
19
Properties=species:S:1:pos:R:3:mulliken_charge:R:1
C -1.45 0.37 -1.31 -1.29
C -0.52 0.79 -0.21 1.11
C -0.92 1.49 0.98 -0.73
C 0.20 1.68 1.73 -0.52
N 1.25 1.12 1.07 0.03
C 0.82 0.56 -0.12 -0.09
C 1.84 0.02 -1.05 -1.34
H -0.89 -0.12 -2.11 0.31
H -2.30 -0.17 -0.91 0.30
H -1.92 1.24 -1.79 0.31
H -1.90 1.89 1.18 0.40
H 0.30 2.19 2.67 0.40
H 2.21 1.10 1.35 0.18
H 2.20 -0.98 -0.74 0.28
H 2.73 0.64 -1.12 0.33
H 1.42 -0.10 -2.03 0.33
O -0.90 -4.26 0.90 -0.64
H -1.08 -3.94 0.01 0.32
H -1.09 -3.52 1.49 0.32
```

- SMILES: Cc1cc[nH]c1C.O
- LUMO level: 0.7494 eV
- Charge: 0
- HOMO: -8.008 eV

---

Quick look at relative energies in eV: <P> 4.207; <Q> 2.535; <R> 4.936; <S> 0.000.